1.
A cluster of 4 separate species, C30H62IN8O4P in total in a non-equilibrium geometry, computed with ωB97M-V/def2-TZVPD.

Summary:
Kohn-Sham gap (spin up / spin down) in Eh: 0.222 / 0.261
Energy above the lowest of the compared OMol25 structures with the same formula, charge and spin in eV: 0.0000
HOMO energy (spin up / spin down) in eV: -9.6 / -10.7

Structure (ORCA input):
```
! wB97M-V def2-TZVPD RIJCOSX def2/J DEFGRID3
* xyz 1 4
N -3.16868 1.21018 -3.79375
C -3.07455 2.61244 -4.14798
N -1.88326 2.79599 -4.96490
N -0.75019 2.04485 -4.81635
C 0.12866 2.47969 -5.71653
P 1.83956 1.83881 -6.01051
O 1.42350 0.41127 -6.68575
I 2.32257 1.12782 -3.72832
N -0.38381 3.47946 -6.43267
C -1.62175 3.66358 -5.94633
N -2.45021 4.59907 -6.39604
H -2.84866 0.62919 -4.55909
H -4.12982 0.95603 -3.59644
H -2.95325 3.21422 -3.24805
H -3.92955 2.95628 -4.73575
H -0.66455 1.33058 -4.10411
H 0.72989 0.53869 -7.34746
H -2.08848 5.24421 -7.07708
H -3.38388 4.71644 -6.04858
C -4.65619 -3.54830 0.36950
C -4.21112 -2.29159 -0.39338
C -3.12880 -1.55141 0.38731
C -3.65856 -0.89910 1.66152
C -4.85381 0.01068 1.37334
C -5.95369 -0.62293 0.51460
N -5.34731 -1.34500 -0.65189
O -5.07582 -0.54022 -1.61020
C -6.83465 -1.56250 1.35062
C -6.87609 0.46464 -0.01944
C -3.67319 -2.78530 -1.72920
H -3.89252 -4.31613 0.25001
H -4.77273 -3.39840 1.43771
H -5.59122 -3.94066 -0.03057
H -2.68792 -0.78160 -0.25528
H -2.32952 -2.25507 0.62852
H -3.92862 -1.65879 2.39873
H -2.86314 -0.30966 2.12136
H -5.30240 0.34290 2.31151
H -4.49043 0.91112 0.86709
H -7.54271 -2.08975 0.71053
H -7.40474 -0.97491 2.06889
H -6.27803 -2.29778 1.92147
H -6.32407 1.26292 -0.50927
H -7.42570 0.89781 0.81564
H -7.59392 0.05789 -0.73186
H -4.41851 -3.39180 -2.24577
H -2.79578 -3.40529 -1.54625
H -3.38330 -1.96779 -2.38421
C 7.02161 -3.06813 0.54650
C 6.29238 -3.94486 -0.48345
C 6.81685 -3.65705 -1.88855
C 6.41135 -2.27438 -2.39938
C 4.89674 -2.07114 -2.31779
C 4.27331 -2.42307 -0.96384
N 4.80892 -3.72863 -0.47036
O 4.18243 -4.71353 -0.99875
C 4.51118 -1.30064 0.05808
C 2.76299 -2.55245 -1.11561
C 6.57627 -5.38552 -0.08396
H 8.01476 -3.48314 0.71447
H 7.17087 -2.04020 0.22955
H 6.49471 -3.06441 1.50088
H 6.43634 -4.42024 -2.57402
H 7.90429 -3.75305 -1.88089
H 6.93112 -1.48982 -1.84382
H 6.73034 -2.16574 -3.43728
H 4.64226 -1.03301 -2.54386
H 4.42421 -2.68291 -3.09254
H 4.15922 -1.60521 1.04401
H 3.94828 -0.41501 -0.23992
H 5.54882 -0.99598 0.14592
H 2.49099 -3.22607 -1.92364
H 2.34707 -1.56725 -1.33754
H 2.30561 -2.92113 -0.19781
H 6.28445 -5.56156 0.95214
H 7.64657 -5.57093 -0.17425
H 6.05133 -6.09923 -0.71180
C 1.32880 4.13956 2.55489
C 0.07792 3.27680 2.78242
C -0.93740 4.03369 3.63520
C -0.47936 4.20428 5.08252
C -0.11116 2.86194 5.71759
C 0.83737 1.99556 4.88233
N 0.39568 1.97253 3.44900
O -0.53654 1.11375 3.26230
C 2.28664 2.48821 5.00795
C 0.82142 0.56722 5.40963
C -0.48860 2.98735 1.39863
H 1.09839 4.89846 1.80683
H 1.66300 4.67442 3.43766
H 2.15743 3.53790 2.18020
H -1.88930 3.49352 3.61947
H -1.11892 5.00918 3.17799
H 0.36374 4.89689 5.14076
H -1.28168 4.66369 5.66146
H 0.35054 3.02688 6.69276
H -1.03100 2.29833 5.89899
H 2.93576 1.93446 4.32862
H 2.63781 2.31342 6.02390
H 2.41332 3.54828 4.81317
H -0.18814 0.17485 5.49404
H 1.27356 0.55559 6.40106
H 1.39183 -0.09767 4.76107
H 0.27150 2.53005 0.76174
H -0.79887 3.92922 0.94390
H -1.34807 2.32313 1.43610
*
```

Results of the Löwdin charge analysis, in e, for atoms 1 through 4: 0.053, -0.171, 0.005, 0.106

***

2.
A cluster of 4 separate species, C30H63BBr2NO4P2S in total in a non-equilibrium geometry, computed with ωB97M-V/def2-TZVPD.

Summary:
Kohn-Sham gap in Eh: 0.256
HOMO energy in eV: -4.9

Structure (ORCA input):
```
! wB97M-V def2-TZVPD RIJCOSX def2/J DEFGRID3
* xyz -1 1
C -0.08447 -2.02558 2.93530
C -1.16860 -2.26661 2.15032
C -0.97938 -2.23137 0.60997
B -2.28161 -2.79433 -0.26283
C -2.91528 -1.39137 -0.91536
Br -4.91739 -1.40814 -0.73083
C -2.56715 -1.14149 -2.41671
C -1.04125 -1.20233 -2.73929
Br -3.60594 -2.26773 -3.68984
O -1.73223 -3.81802 -1.16245
C -2.02431 -5.06837 -0.55649
S -1.67230 -6.30618 -1.88561
P -0.92847 -5.63468 0.87515
C -1.39201 -7.39974 1.34139
O 0.68579 -5.73748 0.36664
C -3.54794 -4.77775 -0.13701
O -4.25000 -4.66110 -1.40248
C -4.96457 -5.71023 -1.68715
N -5.54176 -6.62272 -2.03331
P -4.36757 -5.75299 1.24807
C -3.72733 -5.23193 2.91584
C -6.20723 -5.34920 1.30792
O -3.35142 -3.50615 0.46515
H 0.49772 -1.10886 2.73932
H 0.26791 -2.72589 3.70916
H -2.16219 -2.51404 2.54809
H -0.13766 -2.93001 0.40274
H -0.61199 -1.23858 0.25048
H -2.60607 -0.49311 -0.34672
H -2.90066 -0.11067 -2.64998
H -0.73655 -0.20324 -3.12533
H -0.39067 -1.40822 -1.87605
H -0.88213 -1.89488 -3.58426
H -1.69496 -5.54434 -3.01832
H -1.57070 -7.44709 2.43250
H -0.59449 -8.12149 1.07187
H -2.35314 -7.69953 0.87591
H 0.86565 -6.68272 0.22558
H -3.52289 -4.14841 2.97846
H -2.87472 -5.83779 3.26020
H -4.55781 -5.43654 3.62805
H -6.51724 -4.93643 2.28067
H -6.80013 -6.21477 0.97205
H -6.35922 -4.55799 0.53766
C -2.10856 3.48435 -0.30025
C -1.41069 3.15126 -1.61444
C 0.02008 2.64709 -1.43065
C 0.98626 3.64201 -0.78622
C 1.12909 4.97665 -1.51624
C 1.68844 4.83889 -2.92820
H -1.61049 4.30228 0.22553
H -3.13922 3.79264 -0.48695
H -2.13302 2.61442 0.35975
H -1.42666 4.02664 -2.27137
H -1.98660 2.37404 -2.12581
H 0.41120 2.33988 -2.40581
H -0.00076 1.73979 -0.81792
H 1.97186 3.16980 -0.71452
H 0.67367 3.83742 0.24433
H 1.80267 5.61678 -0.93718
H 0.16735 5.49736 -1.55176
H 2.66567 4.35065 -2.91481
H 1.81116 5.82395 -3.38478
H 1.02316 4.25948 -3.57076
C 7.03895 -5.91060 0.50934
C 6.48309 -4.52430 0.81643
C 5.90760 -4.39965 2.22632
C 4.71502 -5.30965 2.52653
C 3.51456 -5.14243 1.59377
C 2.89514 -3.75176 1.65263
H 6.25902 -6.67343 0.54006
H 7.47812 -5.92937 -0.49057
H 7.81887 -6.18552 1.22391
H 5.72852 -4.25814 0.07139
H 7.29138 -3.79425 0.70821
H 5.62167 -3.35756 2.39771
H 6.69930 -4.61586 2.95293
H 4.39129 -5.12546 3.55665
H 5.03941 -6.35560 2.49797
H 2.75345 -5.87308 1.87626
H 3.79513 -5.37655 0.56209
H 2.57625 -3.50890 2.66880
H 2.01930 -3.70160 1.00599
H 3.59640 -2.98276 1.31874
C 2.53947 10.63751 -0.75661
C 1.34927 10.14806 -1.57451
C 0.00565 10.66254 -1.05909
C -0.36115 10.22073 0.35890
C -0.40470 8.70919 0.57824
C -1.45479 8.00380 -0.27244
H 2.49947 10.27363 0.27169
H 3.47292 10.27963 -1.19575
H 2.57546 11.72936 -0.73492
H 1.35214 9.05475 -1.60876
H 1.47455 10.48694 -2.60720
H -0.77999 10.34787 -1.75286
H 0.00969 11.75756 -1.08926
H -1.33947 10.64404 0.61041
H 0.34535 10.65868 1.07114
H -0.62708 8.51990 1.63244
H 0.57796 8.26715 0.38884
H -2.45139 8.40582 -0.07562
H -1.47065 6.93668 -0.04131
H -1.24548 8.10740 -1.33900
*
```

Results of the Löwdin charge analysis, in e, for atoms 1 through 4: -0.062, -0.174, -0.104, -0.964

***

3.
A cluster of 11 separate species, C30H63F6N7O12P in total in a non-equilibrium geometry, computed with ωB97M-V/def2-TZVPD.

Summary:
Kohn-Sham gap (spin up / spin down) in Eh: 0.281 / 0.100
Energy above the lowest of the compared OMol25 structures with the same formula, charge and spin in eV: 0.7873
HOMO energy (spin up / spin down) in eV: -8.6 / -8.6

Structure (ORCA input):
```
! wB97M-V def2-TZVPD RIJCOSX def2/J DEFGRID3
* xyz 0 2
P 0.06438 -0.83873 -0.00057
F 1.18052 -1.84867 0.52137
F 0.17368 -1.60799 -1.46340
F -1.20090 -1.77374 0.43276
F -1.00997 0.29674 -0.55413
F -0.05888 -0.18752 1.54242
F 1.23962 0.26792 -0.46870
O -3.30394 3.50077 -2.97218
C -2.88474 2.72402 -2.11031
N -1.71346 2.08840 -2.37513
C -3.51161 2.45741 -0.78562
H -1.20386 2.44406 -3.17131
H -1.24686 1.62512 -1.60848
H -4.13809 1.57900 -0.94064
H -4.11735 3.31716 -0.49925
H -2.74668 2.26497 -0.03333
O -5.44902 -1.27632 2.61327
C -4.55413 -1.77664 1.95504
N -3.79635 -0.90671 1.19936
C -4.18572 -3.25562 2.03609
H -3.98797 0.07256 1.35564
H -3.08280 -1.27804 0.58857
H -3.58970 -3.70766 1.24329
H -5.11705 -3.82091 2.07037
H -3.78651 -3.44936 3.03168
O 4.00211 -3.89838 -1.28663
C 4.54219 -2.79463 -1.22243
N 3.82708 -1.70633 -1.29496
C 5.99202 -2.65054 -0.89699
H 2.85278 -1.94908 -1.40408
H 4.23487 -0.78751 -1.19702
H 6.38018 -1.95755 -1.64346
H 6.32064 -3.68629 -0.98248
H 6.21392 -2.42430 0.14593
O 5.24337 -1.49150 2.70637
C 4.29139 -0.85093 2.32916
N 3.08786 -1.32188 2.40067
C 4.35424 0.53291 1.66468
H 2.31959 -1.03945 1.80899
H 2.95788 -2.17546 2.92471
H 4.97826 1.17692 2.28432
H 3.36122 0.97374 1.57705
H 4.67474 0.32935 0.64295
O 1.02919 -1.47302 -4.60085
C 0.75346 -0.29766 -4.79381
N 0.54127 0.47823 -3.78181
C 0.92543 0.27067 -6.11719
H 0.43365 0.01102 -2.89286
H 0.26830 1.44151 -3.91470
H 0.98877 1.35877 -6.10530
H 0.06838 -0.08232 -6.69075
H 1.81576 -0.10249 -6.62331
O -0.44333 -5.77701 3.16989
C -0.41230 -4.58688 2.79966
N -0.44523 -4.34614 1.54175
C -0.29109 -3.48910 3.74421
H -0.33909 -5.14331 0.93073
H -0.58606 -3.40613 1.20019
H -0.00550 -2.54719 3.27585
H 0.41164 -3.73591 4.54006
H -1.19457 -3.46916 4.35365
C 0.63988 6.14800 5.19330
C -0.58438 6.10373 4.29210
N -1.07903 4.72072 3.96471
C -0.02807 3.99632 3.19531
C -0.43985 2.63637 2.59851
C -1.49527 4.04733 5.25440
C -2.66849 4.66923 6.02270
H 0.93367 7.19398 5.28119
H 1.57043 5.70373 4.84001
H 0.39949 5.85731 6.21594
H -1.37667 6.65889 4.79426
H -0.41223 6.64052 3.35919
H 0.14190 4.68232 2.36548
H 0.92638 3.82425 3.69282
H -0.38247 1.88504 3.38612
H -1.51543 2.60380 2.42479
H 0.17556 2.37103 1.73888
H -0.60481 3.92747 5.87151
H -1.64439 2.98958 5.03760
H -3.54844 4.63256 5.38046
H -2.52578 5.71811 6.28267
H -2.72984 4.04011 6.91070
O 3.36649 4.16862 1.60935
C 3.01840 3.98327 0.43368
O 3.69331 3.16107 -0.38939
C 2.87665 2.96486 -1.61085
C 1.68953 3.93840 -1.65440
C 1.95545 4.75440 -0.36064
H 2.59499 1.91385 -1.54657
H 3.49844 3.15077 -2.48659
H 0.84784 3.25101 -1.73908
H 1.75793 4.61273 -2.50804
H 1.11987 4.94376 0.31318
H 2.30356 5.74189 -0.66359
O -2.35101 -5.89327 -2.03549
C -1.17985 -5.59330 -2.23819
O -0.32425 -5.06846 -1.33179
C 1.02106 -4.96843 -1.66054
C 0.96969 -5.66790 -3.09859
C -0.46141 -5.47210 -3.56510
H 1.73994 -5.32976 -0.92519
H 1.33555 -3.92590 -1.70861
H 1.26915 -6.70593 -2.95392
H 1.80168 -5.33787 -3.72068
H -0.84000 -6.31423 -4.14440
H -0.69376 -4.54951 -4.09701
O -2.76982 -1.07517 -6.38433
C -2.79572 -1.39267 -5.25824
O -2.58355 -2.67929 -4.85559
C -2.76953 -2.79514 -3.40761
C -3.47896 -1.53198 -3.09593
C -3.00863 -0.48578 -4.03789
H -1.74741 -2.82988 -3.03057
H -3.30219 -3.67007 -3.03499
H -3.13814 -1.22175 -2.10817
H -4.55864 -1.63042 -2.98316
H -2.02760 -0.10729 -3.75079
H -3.70687 0.31782 -4.27196
*
```

Results of the Löwdin charge analysis, in e, for atoms 1 through 4: 0.325, -0.137, -0.156, -0.173

***

4.
A cluster of 3 separate species, C30H65FIN8O5P4 in total in a non-equilibrium geometry, computed with ωB97M-V/def2-TZVPD.

Summary:
Kohn-Sham gap in Eh: 0.159
HOMO energy in eV: -9.3

Structure (ORCA input):
```
! wB97M-V def2-TZVPD RIJCOSX def2/J DEFGRID3
* xyz 1 1
C -4.57775 -1.09924 -3.53900
C -4.84311 0.50247 -3.74534
P -3.31596 1.59486 -3.95080
C -2.35562 1.35365 -5.55773
C -1.73602 -0.13485 -5.83028
C -2.25098 1.78795 -2.39581
C -1.17710 0.66905 -1.83320
C -0.91690 -0.75882 -2.59367
C -0.25059 0.94196 -0.46760
C 0.83565 -0.21728 0.05568
O 0.40588 -1.39981 0.55429
O 2.28852 0.02490 0.00837
C 2.70216 0.39904 -1.35299
C 3.21047 1.98036 -1.43833
O 2.83878 2.93603 -0.58191
I 4.58915 2.51714 -3.07436
C -0.48663 2.37778 0.29291
C 0.41770 2.67908 1.62938
N -0.28541 2.26970 2.93703
C -1.62343 3.42776 -0.33762
C -1.82180 4.82904 0.53961
C -3.01718 4.71383 1.67660
F -2.52899 4.86503 3.06659
N -2.40825 3.10992 -1.61403
P -3.57991 4.30402 -2.22942
C -5.04957 4.59147 -1.04719
C -2.76118 5.92402 -2.81798
H -3.88313 -1.33720 -2.59755
H -5.63359 -1.57689 -3.25137
H -4.23725 -1.67481 -4.51146
H -5.41834 0.87342 -2.76712
H -5.59841 0.74246 -4.63827
H -3.09114 1.58276 -6.46936
H -1.48178 2.15750 -5.60864
H -1.50431 -0.31617 -6.98764
H -0.66259 -0.15252 -5.30830
H -2.35513 -1.02811 -5.39819
H -1.80826 -1.15534 -3.23774
H 0.07298 -0.62268 -3.23811
H -0.65636 -1.63571 -1.82645
H 1.86713 0.14171 -2.14745
H 3.66042 -0.25112 -1.61278
H 0.80436 3.80318 1.70693
H 1.41525 2.02335 1.61268
H -1.25531 2.65254 2.90698
H -0.29543 1.21112 2.90777
H -0.83614 5.12399 1.14564
H -2.07905 5.76078 -0.11932
H -3.77041 5.61976 1.49148
H -3.64993 3.73860 1.48087
H -5.16495 3.63245 -0.38314
H -6.02692 4.63109 -1.73165
H -5.02525 5.60126 -0.45406
H -3.09629 6.76912 -2.04483
H -3.15362 6.30876 -3.87272
H -1.57032 5.92041 -2.75812
O 8.11357 -0.91124 3.52015
P 7.33149 0.05740 2.59963
N 6.90316 -1.23171 1.56551
C 6.87691 -1.30312 0.11862
C 5.88888 -2.13633 2.11333
N 8.78030 0.82833 2.08323
C 9.63342 0.25362 1.05038
C 9.64629 1.26282 3.18964
N 6.43238 1.17098 1.54136
C 4.98213 1.15604 1.66213
C 6.90327 1.98539 0.43738
H 6.01250 -0.79013 -0.31236
H 6.83056 -2.34542 -0.22173
H 7.77633 -0.91267 -0.34735
H 4.88067 -1.74377 1.95076
H 6.01992 -2.28040 3.19093
H 5.95138 -3.13395 1.66374
H 9.83943 -0.80492 1.22817
H 10.59644 0.77846 0.97570
H 9.19221 0.38405 0.06281
H 10.24413 0.43588 3.58924
H 9.04908 1.68043 4.00813
H 10.33216 2.05242 2.86238
H 4.52186 0.56829 0.86283
H 4.56344 2.16776 1.63459
H 4.67798 0.72078 2.62008
H 7.14076 1.38248 -0.44439
H 7.77777 2.58388 0.70599
H 6.14890 2.71802 0.12165
O -5.16161 -2.85903 -0.19758
P -4.08038 -3.54694 0.67130
N -5.08868 -4.90657 0.89358
C -5.35595 -5.69047 2.08241
C -5.22404 -5.76020 -0.28972
N -4.28151 -2.39663 1.93478
C -5.37042 -2.49316 2.89905
C -4.20705 -0.99977 1.48080
N -2.83735 -4.33780 1.67020
C -2.06479 -5.39403 1.03336
C -2.57524 -4.21894 3.09179
H -4.53670 -6.37120 2.33053
H -6.25384 -6.30771 1.95141
H -5.57666 -5.08486 2.95594
H -4.38825 -6.46188 -0.36798
H -5.24863 -5.16823 -1.21066
H -6.15889 -6.33202 -0.27123
H -6.33595 -2.65981 2.41475
H -5.45264 -1.58711 3.51610
H -5.17950 -3.28247 3.62534
H -5.15234 -0.66243 1.04085
H -3.41739 -0.87765 0.73080
H -3.96037 -0.33083 2.31306
H -2.43464 -6.38377 1.31585
H -1.00294 -5.33238 1.29471
H -2.12080 -5.31070 -0.05731
H -3.33918 -4.72164 3.69272
H -2.49662 -3.17730 3.41415
H -1.61312 -4.67058 3.36720
*
```

Results of the Löwdin charge analysis, in e, for atoms 1 through 4: -0.189, -0.411, 0.882, -0.418